(1)
Formula: C5H12N3
Source: the Open Molecules 2025 dataset
Level of theory: wB97M-V/def2-TZVPD

Each atom is followed by the atoms it is bonded to, with distances in Å.
Element x y z (Å)
1 H -1.322 -0.417 -1.763  C15 1.137
2 C 0.364 1.208 0.612  N7 1.555, H12 1.073, H14 1.074, N17 1.436
3 C 1.351 0.388 -1.591  H6 1.184, N7 1.417, H10 1.083, H11 1.146
4 H -2.291 1.225 -0.163  C18 1.130
5 H -0.618 0.362 2.127  N17 1.010
6 H 0.938 1.303 -2.219  C3 1.184
7 N 0.408 0.180 -0.554  C2 1.555, C3 1.417, C15 1.473, N19 1.412
8 H 0.134 -1.205 1.732  C13 1.119
9 H 1.456 -2.057 0.733  C13 1.064
10 H 1.492 -0.484 -2.217  C3 1.083
11 H 2.343 0.830 -1.223  C3 1.146
12 H 1.343 1.200 1.051  C2 1.073
13 C 0.429 -1.796 0.828  H8 1.119, H9 1.064, N19 1.377, H20 1.046
14 H 0.340 2.169 0.134  C2 1.074
15 C -0.978 -0.303 -0.685  H1 1.137, N7 1.473, C18 1.592, N19 1.399
16 H -2.502 -0.280 0.913  C18 1.065
17 N -0.835 0.996 1.372  C2 1.436, H5 1.010, C18 1.468
18 C -1.824 0.407 0.461  H4 1.130, C15 1.592, H16 1.065, N17 1.468
19 N 0.063 -1.172 -0.343  N7 1.412, C13 1.377, C15 1.399
20 H -0.290 -2.555 0.798  C13 1.046

## Properties
2S+1: 3
HOMO level (spin up / spin down) (Eh): -0.2834 / -0.5502
Total charge: +1
Orbital gap (spin up / spin down) (eV): 5.01 / 7.14

***

(2)
Formula: C5H12N3O
Source: the Open Molecules 2025 dataset
Level of theory: wB97M-V/def2-TZVPD

Each atom is followed by the atoms it is bonded to, with distances in Å.
Element x y z (Å)
1 C 0.212 1.268 -1.666  N5 1.378, C8 1.360, H9 1.077
2 C 1.135 -0.673 -2.174  N5 1.328, H14 1.072, N17 1.317
3 H 1.633 1.057 -3.229  N5 1.010
4 H 1.883 1.815 1.907  O21 0.960
5 N 1.079 0.610 -2.512  C1 1.378, C2 1.328, H3 1.010
6 C -1.642 -0.683 1.138  N13 1.455, H15 1.088, C18 1.549, H20 1.096
7 H -2.264 0.844 -0.321  C18 1.088
8 C -0.277 0.339 -0.803  C1 1.360, N17 1.374, C18 1.498
9 H 0.051 2.332 -1.703  C1 1.077
10 H 0.151 -1.649 -0.533  N17 1.030
11 H 2.000 0.563 2.884  O21 0.959
12 H -1.067 1.354 0.840  C18 1.087
13 N -0.442 -1.488 1.315  C6 1.455, H16 1.009, H19 1.012
14 H 1.769 -1.407 -2.632  C2 1.072
15 H -2.432 -1.312 0.732  C6 1.088
16 H -0.605 -2.361 1.794  N13 1.009
17 N 0.303 -0.853 -1.169  C2 1.317, C8 1.374, H10 1.030
18 C -1.368 0.524 0.206  C6 1.549, H7 1.088, C8 1.498, H12 1.087
19 H 0.326 -0.975 1.729  N13 1.012
20 H -2.001 -0.246 2.076  C6 1.096
21 O 1.557 0.938 2.120  H4 0.960, H11 0.959

## Properties
HOMO level (Eh): -0.4836
Total charge: +1
Orbital gap (eV): 10.58